#i
Computed, not measured: a single C14H21NO3 molecule, with ωB97M-V with the def2-TZVPD basis set.

SMILES: CCOc1ccc(C(=O)OCCCN(C)C)cc1
HOMO energy: -7.65 eV
Kohn-Sham gap: 8.17 eV

```
39
C14H21NO3 (ωB97M-V with the def2-TZVPD basis set)
C -6.5768 -0.8933 0.7938
C -6.1262 -0.3109 -0.6569
O -5.2323 0.8866 -0.5848
C -4.0178 0.5590 -0.3534
C -3.4160 -0.8274 -0.4130
C -2.1360 -0.8122 0.0168
C -1.4123 0.3018 0.2991
C -1.9764 1.6927 -0.0615
C -3.3610 1.7776 -0.2601
H -3.7720 2.6586 -0.2328
H -1.4184 2.7620 0.2073
C 0.0263 0.4821 0.2821
O 0.8505 1.1831 0.4029
O 0.6232 -0.7819 0.5053
C 1.9908 -1.0215 0.5737
C 2.7266 -0.9305 -0.4730
C 4.3484 -1.0718 -0.3110
N 4.8673 0.3540 -0.4403
C 6.4534 0.4322 -0.6267
H 6.7266 1.3658 -0.6253
H 6.6045 -0.3300 -1.4735
H 6.6644 0.0290 0.5279
C 4.4641 1.4617 0.5492
H 4.8911 2.3557 0.4847
H 3.3930 1.6686 0.1877
H 4.8122 1.0376 1.5021
H 4.5417 -1.5219 0.6322
H 4.8202 -1.3951 -1.1394
H 2.4514 -0.0085 -0.9976
H 2.5444 -1.7686 -1.1734
H 2.3280 -0.1239 1.3610
H 2.0922 -2.0186 1.0256
H -1.5671 -1.6481 0.0354
H -4.0194 -1.6933 -0.4096
H -5.9091 -1.1358 -1.3201
H -7.1360 0.3218 -1.0773
H -5.7153 -1.2834 1.0280
H -7.0579 -0.1038 1.6120
H -7.3700 -1.6498 0.6024
```

---

#ii
Computed, not measured: a single C14H21NO3 molecule, with ωB97M-V with the def2-TZVPD basis set.

SMILES: c1ccc(OCCOCCN2CCOCC2)cc1
HOMO energy: -8.55 eV
Kohn-Sham gap: 9.40 eV

```
39
C14H21NO3 (ωB97M-V with the def2-TZVPD basis set)
C -4.9054 -2.0288 0.3013
C -4.5480 -1.1648 1.3188
C -3.7900 -0.0341 1.0600
C -3.3839 0.2420 -0.2410
C -3.7463 -0.6329 -1.2669
C -4.4998 -1.7556 -0.9960
H -4.7726 -2.4219 -1.8008
H -3.4246 -0.4031 -2.2706
O -2.6559 1.3271 -0.6339
C -2.1573 2.2256 0.3323
C -0.9458 1.6811 1.1123
O 0.2652 1.7968 0.4155
C 0.3852 0.9325 -0.6962
C 1.8364 0.9677 -1.1729
N 2.7035 0.1856 -0.3126
C 4.0713 0.6705 -0.2793
C 4.8541 -0.1324 0.7603
O 4.8433 -1.5095 0.4651
C 3.5201 -1.9853 0.4001
C 2.7061 -1.2265 -0.6478
H 1.6819 -1.6029 -0.6527
H 3.1493 -1.4006 -1.6466
H 3.5870 -3.0450 0.1471
H 3.0342 -1.8703 1.3808
H 5.9028 0.1697 0.7739
H 4.4079 0.0395 1.7510
H 4.0673 1.7237 0.0068
H 4.5657 0.5667 -1.2627
H 2.1596 2.0094 -1.1336
H 1.8826 0.6266 -2.2211
H -0.2776 1.2589 -1.5094
H 0.0954 -0.0875 -0.4072
H -1.1291 0.6308 1.3865
H -0.8129 2.2728 2.0213
H -2.9484 2.5267 1.0291
H -1.8411 3.1037 -0.2373
H -3.5273 0.6185 1.8782
H -4.8583 -1.3666 2.3337
H -5.4943 -2.9076 0.5148
```

---

Energy ordering: #ii at the bottom, the next structure 221.5 kcal/mol above.

---

#i
Computed, not measured: a single C7H14N2O2 molecule, with ωB97M-V with the def2-TZVPD basis set.

SMILES: CCN1CCNC[C@@H]1C(=O)O
HOMO energy: -8.47 eV
Kohn-Sham gap: 9.22 eV

```
25
C7H14N2O2 (ωB97M-V with the def2-TZVPD basis set)
C 2.8474 0.1080 0.0427
C 1.6120 -0.7784 -0.0240
C -0.6432 -1.0969 -1.2272
C -1.7024 -1.6885 -0.2941
C -1.1304 -0.0682 1.3723
C -0.2284 0.7737 0.4074
C -0.8481 1.9827 -0.1556
H 3.0264 0.6560 -0.8702
H 2.7108 0.9017 0.9010
H 3.7121 -0.5301 0.4706
H 1.2949 -1.1080 1.0057
H 1.7161 -1.6005 -0.7721
H -0.0525 -1.7970 -1.9224
H -0.9852 -0.4128 -1.9550
H -1.2046 -2.2931 0.5118
H -2.4061 -2.3910 -0.8050
H -2.4930 0.1341 -0.1963
H -1.5973 0.5528 2.1411
H -0.4799 -0.7939 1.8796
H 0.5372 1.3302 1.0567
H -0.1368 3.7094 -0.6540
N 0.4441 -0.0684 -0.6299
N -2.2618 -0.6226 0.5120
O 0.1843 2.9272 -0.0857
O -1.9156 2.1735 -0.7093
```

---

#ii
Computed, not measured: 2 unconnected molecules or ions with the total composition C7H14N2O2, with ωB97M-V with the def2-TZVPD basis set.

SMILES: CC(=O)CC=O.C/N=C\NC
HOMO energy: -8.88 eV
Kohn-Sham gap: 9.12 eV

```
25
C7H14N2O2 (ωB97M-V with the def2-TZVPD basis set)
C -3.0326 2.0546 0.0459
C -3.1728 -0.3794 0.4213
C -1.9626 -1.9465 -0.7290
C 2.6540 1.4590 -0.2026
C 3.6414 0.3361 -0.0066
C 3.1420 -0.7416 0.9330
C 2.2159 -1.6112 0.1391
H -2.3392 2.7753 -0.4082
H -3.0532 2.2616 1.1586
H -4.0480 2.2272 -0.3671
H -1.5957 0.6338 -0.3676
H -3.9742 -0.0413 1.1102
H -0.9853 -1.5555 -0.4072
H -2.2256 -1.5096 -1.7137
H -1.8821 -3.0359 -0.8468
H 3.1077 2.2653 -0.8041
H 1.7887 1.0626 -0.7648
H 2.2902 1.8406 0.7654
H 4.0163 -1.2804 1.3487
H 2.5897 -0.2464 1.7518
H 2.6238 -2.6013 -0.1947
N -2.6059 0.6799 -0.3141
N -3.0060 -1.6444 0.2864
O 4.6803 0.2201 -0.5992
O 1.1334 -1.2226 -0.2346
```

---

#iii
Computed, not measured: a single C7H14N2O2 molecule, with ωB97M-V with the def2-TZVPD basis set.

SMILES: CCN1CCNC[C@@H]1C(=O)O
HOMO energy: -8.04 eV
Kohn-Sham gap: 8.78 eV

```
25
C7H14N2O2 (ωB97M-V with the def2-TZVPD basis set)
C -2.5340 0.5896 -1.2817
C -1.0305 0.5519 -1.3581
C 1.0014 -0.6815 -0.8501
C 2.1226 0.3065 -0.5357
C 0.7953 1.0265 1.3217
C -0.2880 0.0655 0.9201
C -0.2193 -1.2419 1.6390
H -2.9454 -0.3887 -1.7023
H -2.8720 0.6321 -0.2134
H -2.9817 1.3235 -1.8309
H -0.6826 1.6519 -1.2348
H -0.7316 0.3079 -2.3878
H 1.1030 -0.8720 -1.9729
H 1.1350 -1.6558 -0.3611
H 2.1204 1.1442 -1.2490
H 3.0657 -0.1600 -0.9549
H 2.5781 -0.0067 1.4228
H 0.7562 1.1424 2.4555
H 0.6179 2.0059 0.9586
H -1.2657 0.5410 1.2089
H -1.0506 -2.8959 1.9498
N -0.3130 -0.3517 -0.4554
N 2.1679 0.7040 0.8238
O -1.3868 -1.8882 1.8078
O 0.8379 -1.8504 1.8801
```

---

Energy ordering: #iii at the bottom, the next structure 9.3 kcal/mol above.

---

#i
Computed, not measured: 2 unconnected molecules or ions with the total composition C3H4OS, with ωB97M-V with the def2-TZVPD basis set.

HOMO energy (spin up / spin down): -8.74 / -8.46 eV
Kohn-Sham gap (spin up / spin down): 8.53 / 6.93 eV

```
9
C3H4OS (ωB97M-V with the def2-TZVPD basis set)
C 0.0846 0.5906 -1.7555
C 0.0141 0.0999 -0.5771
C 0.3672 0.2123 2.0295
O -1.6150 -1.6386 -1.8376
S -0.2002 -1.3040 -1.7114
H 0.2166 1.3810 -2.4526
H -0.5697 -0.2721 2.2084
H 0.4268 1.2797 2.0709
H 1.2755 -0.3489 2.0254
```

---

#ii
Computed, not measured: a single C3H4OS molecule, with ωB97M-V with the def2-TZVPD basis set.

SMILES: CC(=O)C=S
HOMO energy: -8.83 eV
Kohn-Sham gap: 7.82 eV

```
9
C3H4OS (ωB97M-V with the def2-TZVPD basis set)
C -1.1503 0.7605 -0.0243
C 0.5313 0.6439 0.0474
C 0.7458 -0.8309 0.0538
O 1.1497 1.6627 0.0697
S -2.1644 -0.4981 0.0420
H -1.6457 1.6413 -0.2134
H -0.0683 -1.2244 0.4737
H 0.8771 -1.1381 -0.9110
H 1.7248 -1.0170 0.4620
```

---

Energy ordering: #ii at the bottom, the next structure 101.2 kcal/mol above.

---

#i
Computed, not measured: 3 unconnected molecules or ions with the total composition C6H16O2, with ωB97M-V with the def2-TZVPD basis set.

SMILES: C=C(CC)CC.O.O
HOMO energy: -9.13 eV
Kohn-Sham gap: 9.73 eV

```
24
C6H16O2 (ωB97M-V with the def2-TZVPD basis set)
C 1.1334 -0.4811 -2.0847
C 0.2350 0.5504 -1.4635
C -0.3444 -0.0672 -0.1488
C -1.3530 -0.9127 -0.3939
C 0.5631 0.1799 1.0137
C -0.1002 0.5363 2.3536
H 0.6906 -1.1951 -2.7687
H 1.8010 -0.9807 -1.3439
H 1.9868 0.0284 -2.6013
H 0.6157 1.5361 -1.2032
H -0.6091 0.7460 -2.1182
H -1.8779 -1.2455 -1.2797
H -1.7917 -1.2397 0.5598
H 1.2227 1.0515 0.8333
H 1.1995 -0.7542 0.9674
H 0.7494 0.6076 3.0633
H -1.0011 -0.1419 2.6160
H -0.6834 1.4356 2.2780
H 0.4093 -2.9101 2.0152
H 1.3925 -1.9243 2.6506
O 1.2237 -2.4175 1.8418
H -1.7669 2.2602 -2.3297
H -1.6094 2.5113 -0.8394
O -2.0856 2.8265 -1.6179
```

---

#ii
Computed, not measured: 3 unconnected molecules or ions with the total composition C6H16O2, with ωB97M-V with the def2-TZVPD basis set.

SMILES: C=C(C)CCC.O.O
HOMO energy: -9.35 eV
Kohn-Sham gap: 9.78 eV

```
24
C6H16O2 (ωB97M-V with the def2-TZVPD basis set)
C 1.3797 1.7387 -1.2418
C -0.0481 1.4192 -1.7245
C -0.8190 0.4347 -0.8425
C -1.6450 0.9809 0.3235
C -1.3763 2.1933 0.8138
C -2.7198 0.0770 0.8362
H 1.3802 1.9155 -0.1653
H 1.7030 2.6853 -1.6768
H 2.1142 0.9478 -1.3849
H -0.5718 2.3777 -1.7110
H -0.0522 1.0851 -2.7564
H -1.5247 -0.0835 -1.5034
H -0.1933 -0.3342 -0.3685
H -2.0189 2.6655 1.5495
H -0.5808 2.8195 0.4541
H -3.6293 0.3393 0.2853
H -2.4325 -0.9541 0.6659
H -2.9659 0.2744 1.8768
H 3.9330 -2.2046 -0.3091
H 5.2581 -2.7695 -0.2662
O 4.3939 -3.0044 -0.5656
H -0.9115 -2.3762 1.3869
H 0.1856 -1.8767 2.2793
O -0.4526 -2.5904 2.1733
```

---

#iii
Computed, not measured: 2 unconnected molecules or ions with the total composition C6H16O2, with ωB97M-V with the def2-TZVPD basis set.

SMILES: CC(C)O.CC(C)O
HOMO energy: -9.84 eV
Kohn-Sham gap: 10.67 eV

```
24
C6H16O2 (ωB97M-V with the def2-TZVPD basis set)
O -0.8612 -0.0348 1.6099
C -0.3518 2.1706 1.0370
C 1.4647 0.6759 2.1148
C -0.0477 1.0183 2.0148
H -0.3482 -0.4628 0.8929
H -1.4184 2.4375 1.1246
H -0.1329 1.9378 -0.0187
H 0.2546 3.0412 1.3383
H 1.7325 -0.1575 2.7859
H 1.8991 1.6061 2.5184
H 1.9052 0.4837 1.1221
H -0.4067 1.2259 3.0434
O -0.9801 -2.3569 -2.5475
C 0.9458 -1.2501 -1.8984
C -1.2737 -0.5901 -0.8931
C -0.5447 -1.0904 -2.1629
H -0.7341 -3.0274 -1.8764
H 1.4428 -1.6334 -2.8055
H 1.1655 -1.9339 -1.0613
H 1.3641 -0.2575 -1.6609
H -1.0631 -1.3138 -0.0878
H -2.3670 -0.5015 -1.0095
H -0.8707 0.3930 -0.5968
H -0.7739 -0.3802 -2.9833
```

---

Energy ordering: #ii at the bottom, the next structure 5.8 kcal/mol above.